DFT (ωB97M-V/def2-TZVPD) results for C11H22InNO3 as an isolated structure.

```
38
Properties=species:S:1:pos:R:3:forces:R:3
In 18.240 -18.710 9.010 0.0 0.1 -0.1
C 18.536 -22.501 4.023 0.4 1.4 0.2
C 18.700 -21.324 4.995 -2.1 -2.3 -3.1
O 19.542 -21.465 5.876 0.5 1.4 1.8
O 18.082 -20.222 4.861 1.1 -0.6 1.3
H 19.508 -22.433 3.536 0.1 -0.5 -0.3
H 17.788 -22.353 3.243 -0.2 0.3 0.1
H 18.402 -23.493 4.454 0.1 0.3 0.4
C 17.818 -24.535 12.383 -1.5 -0.4 0.0
C 18.088 -23.865 11.049 1.1 -0.8 -2.5
C 18.655 -24.966 9.986 -0.8 0.6 1.4
C 17.560 -25.744 9.289 -0.6 0.5 -0.5
C 16.487 -24.807 8.661 1.2 -1.6 -0.1
C 15.819 -23.876 9.669 1.5 1.2 -3.4
N 16.890 -23.154 10.429 0.4 -2.7 1.3
O 16.467 -22.134 11.165 -0.4 1.3 -0.8
C 15.055 -22.888 8.787 -1.2 1.0 -0.5
C 14.826 -24.610 10.477 -0.8 -0.2 2.8
C 19.228 -22.908 11.218 1.3 2.1 -0.9
H 18.747 -24.791 12.893 -0.1 0.1 -0.2
H 17.230 -25.426 12.164 0.1 -0.2 0.5
H 17.226 -23.886 13.029 0.1 0.0 0.3
H 19.377 -24.429 9.371 -0.3 -0.2 -0.5
H 19.223 -25.710 10.544 0.2 0.3 0.3
H 17.111 -26.459 9.979 -0.2 0.2 0.3
H 17.992 -26.422 8.553 0.1 0.3 -0.3
H 15.734 -25.410 8.154 -0.3 -0.1 0.5
H 16.916 -24.301 7.796 0.3 0.6 0.3
H 14.449 -22.115 9.259 0.2 -0.1 0.7
H 15.600 -22.363 8.003 0.6 -0.3 0.2
H 14.299 -23.466 8.256 0.1 -0.2 -0.1
H 13.983 -25.059 9.951 0.5 0.0 -0.6
H 15.289 -25.362 11.115 -0.1 -0.1 -0.1
H 14.349 -23.878 11.129 -0.1 0.0 0.4
H 19.508 -22.456 10.266 -0.1 -0.3 -0.6
H 20.162 -23.391 11.505 -0.3 -0.4 0.3
H 19.147 -21.983 11.788 -0.7 -0.5 0.9
H 16.198 -22.438 12.035 0.0 -0.2 0.9
```
Positions in Å, forces in eV/Å.

Values from the calculation:
Relative energy (zero: lowest compared OMol25 entry of this formula, charge and spin) (kcal/mol): 57.8
HOMO level (eV): -14.914
E_LUMO (eV): -12.6
Multiplicity: 1
Gap between HOMO and LUMO (Ha): 0.0861
Total charge: +2